Here is a gas-phase ion, C5H11IN (charge +1) at a distorted geometry from the Open Molecules 2025 dataset. Energies are from ωB97M-V/def2-TZVPD.

Last column: Mulliken charge in e.
Cartesian coordinates (Å):
C1 0.361 2.529 1.321  -1.07
H1 1.282 -0.786 -1.327  0.60
H2 -0.077 3.559 0.919  0.32
N1 0.219 -2.083 -0.271  -0.24
H3 0.818 -2.942 -0.569  0.43
H4 1.363 2.817 1.743  0.30
H5 -0.215 2.087 2.178  0.32
C2 0.666 0.253 0.550  -0.34
H6 0.985 1.994 -0.750  0.35
H7 -0.249 -2.383 0.578  0.35
C3 -0.966 -1.937 -1.182  -0.82
I1 3.137 -1.568 0.567  0.17
H8 -1.431 -2.890 -1.482  0.35
C4 1.170 -0.862 -0.297  -0.73
C5 0.683 1.542 0.206  0.01
H9 -0.656 -1.665 -2.247  0.33
H10 0.512 0.081 1.612  0.31
H11 -1.579 -1.376 -0.481  0.37

Forces on the atoms, in the same order (eV/Å):
0.4 2.0 -0.5
0.6 1.0 -1.7
0.6 -2.4 1.0
1.5 -3.1 -1.8
-1.1 1.7 0.7
-0.8 -0.1 -0.2
0.3 0.5 -1.1
0.6 0.2 -1.1
-0.2 -0.7 0.3
0.8 0.4 0.9
0.4 -0.5 -1.4
-1.1 0.2 -0.6
0.2 -0.1 1.2
-0.2 -1.3 3.2
-0.6 0.8 0.9
-0.4 1.0 1.8
-0.2 -0.6 -0.2
-0.9 0.7 -1.5

## Properties
ΔE to the lowest compared entry with this formula, charge and spin: 1.746 eV
highest occupied orbital energy: -13.206 eV
LUMO energy: -0.153 Eh
total charge: +1
multiplicity: 1
frontier orbital gap: 0.3320 Ha

=====

Here is 2 unconnected molecules or ions with the total composition C5H11IN3 at a distorted geometry from the Open Molecules 2025 dataset. Energies are from ωB97M-V/def2-TZVPD.

Last column: Mulliken charge in e.
Cartesian coordinates (Å):
C1 -0.379 0.461 -1.220  0.52
H1 1.800 -0.132 0.577  0.23
H2 1.880 -0.562 2.218  0.39
C2 -0.762 0.910 0.059  0.61
H3 -1.081 -0.608 -2.843  0.27
H4 1.212 1.070 1.843  0.22
C3 1.291 -0.051 1.483  -0.87
C4 -0.128 -0.574 1.338  -0.06
H5 0.922 -0.208 -2.598  0.35
H6 -1.149 -2.281 1.375  0.24
H7 -2.248 -0.370 -1.515  0.28
H8 1.813 0.560 -1.213  0.30
I1 -1.673 2.574 2.426  0.27
N1 -0.337 -1.841 0.959  -0.31
N2 -1.290 1.845 0.615  -0.79
H9 0.979 1.601 -2.369  0.31
N3 -1.270 -0.427 -1.845  -0.45
C5 0.953 0.616 -1.856  -1.08
H10 0.304 -2.396 0.477  0.20
H11 -0.839 -0.186 2.090  0.36

Forces on the atoms, in the same order (eV/Å):
-2.4 -1.4 0.1
1.0 0.1 -1.4
0.0 -0.5 0.6
1.2 -2.0 0.3
-0.4 -0.1 1.0
0.4 -2.2 -0.9
-1.7 2.5 1.7
0.9 1.0 0.0
0.9 0.6 0.1
0.2 -0.2 -0.5
0.8 -0.2 -0.6
0.1 -0.1 0.2
0.1 -0.5 0.6
-2.0 0.8 1.3
-0.9 2.2 -1.1
0.0 -0.5 0.2
1.1 1.8 0.9
-1.0 -0.1 -1.2
1.2 -0.8 -0.7
0.3 -0.4 -0.5

## Properties
ΔE to the lowest compared entry with this formula, charge and spin: 3.741 eV
highest occupied orbital energy: -11.373 eV
LUMO energy: -0.155 Eh
total charge: +1
multiplicity: 1
frontier orbital gap: 0.2629 Ha

=====

Here is 2 unconnected molecules or ions with the total composition C5H11IN3 at a distorted geometry from the Open Molecules 2025 dataset. Energies are from ωB97M-V/def2-TZVPD.

Last column: Mulliken charge in e.
Cartesian coordinates (Å):
H1 -2.499 -2.511 0.536  0.22
H2 0.736 2.144 -0.332  0.36
C1 0.254 1.070 -0.334  -0.45
H3 2.971 -0.883 -0.333  0.40
N1 0.673 -1.263 0.021  -0.61
I1 -4.382 -0.104 -0.080  0.22
C2 -1.037 1.365 0.339  0.15
C3 -2.375 -0.530 0.105  -0.23
C4 1.222 0.113 0.295  0.07
H4 1.170 0.313 1.378  0.40
H5 0.638 -1.306 -1.001  0.35
H6 3.279 0.863 -0.125  0.35
C5 2.537 0.100 -0.442  -1.31
H7 -0.009 0.794 -1.455  0.32
N2 -1.875 -1.709 0.315  -0.31
H8 -2.508 2.527 1.058  0.32
N3 -1.546 2.418 0.696  -0.37
H9 2.310 0.228 -1.494  0.37
H10 -0.690 -1.596 0.418  0.47
H11 1.131 -2.034 0.435  0.29

Forces on the atoms, in the same order (eV/Å):
0.6 0.5 -0.5
-0.7 -2.0 -0.3
0.1 2.5 -2.1
0.4 -0.1 0.1
-2.0 1.5 0.0
0.0 -0.1 0.0
-1.6 0.0 -0.5
1.7 0.4 0.8
-0.9 -1.5 0.2
0.8 -0.3 -0.3
0.1 -0.7 0.4
-0.6 -0.4 -0.2
1.0 1.0 0.6
0.6 0.5 2.2
-0.7 1.5 0.6
0.6 -0.2 -0.3
-0.2 -1.9 0.2
0.2 0.1 -0.3
-0.7 -0.3 -0.7
1.3 -0.7 0.2

## Properties
ΔE to the lowest compared entry with this formula, charge and spin: 3.939 eV
highest occupied orbital energy (alpha / beta): -12.773 / -12.773 eV
LUMO energy (alpha / beta): -0.152 / -0.152 Eh
total charge: +1
multiplicity: 1
frontier orbital gap (alpha / beta): 0.3175 / 0.3175 Ha

=====

Here is a molecular structure, C5H11IO5P2 at a distorted geometry from the Open Molecules 2025 dataset. Energies are from ωB97M-V/def2-TZVPD.

Last column: Mulliken charge in e.
Cartesian coordinates (Å):
H1 -2.625 0.326 1.108  0.25
H2 0.021 4.115 -1.039  0.28
I1 4.872 0.392 -0.320  0.27
H3 2.260 2.453 -1.820  0.33
P1 -0.557 -1.099 0.061  0.54
H4 -0.857 -2.457 -2.044  0.31
C1 -1.355 -1.390 1.779  -0.59
H5 -0.789 -3.531 -0.552  0.30
H6 2.233 3.378 -0.238  0.31
H7 -1.824 0.553 2.797  0.23
C2 0.182 2.972 -0.961  0.06
H8 -1.947 -2.363 1.801  0.32
P2 1.867 -0.105 -0.876  0.96
H9 -3.356 -0.538 2.562  0.28
O1 0.977 -0.012 -2.119  -0.60
C3 1.725 2.511 -0.804  -0.39
O2 3.429 -0.716 -1.236  -0.57
H10 -2.373 -2.573 -1.008  0.32
O3 1.899 1.333 0.022  -0.26
C4 -1.236 -2.557 -0.976  -1.08
O4 1.170 -1.298 0.150  -0.41
H11 -0.569 -1.404 2.611  0.32
O5 -0.781 2.183 -0.998  -0.38
C5 -2.366 -0.173 2.101  -0.80

Forces on the atoms, in the same order (eV/Å):
0.3 -0.3 1.4
0.3 -1.4 0.0
0.0 -0.6 -0.4
-1.1 -0.1 1.4
-1.7 0.8 -0.3
-0.4 0.1 1.4
0.0 -0.4 1.0
-1.0 1.2 -0.7
-0.7 -1.4 -0.7
-1.0 -0.8 -1.1
-1.7 -2.2 -0.3
1.0 1.1 0.0
-3.1 -1.7 -1.6
1.7 0.5 -0.5
3.1 0.1 2.6
-0.1 1.9 0.1
-2.3 2.2 1.8
1.5 0.1 0.4
0.1 -2.0 -2.1
1.3 -0.9 0.2
1.2 1.8 -1.1
-1.0 -0.3 -1.3
3.4 2.9 0.3
0.2 -0.3 -0.5

## Properties
ΔE to the lowest compared entry with this formula, charge and spin: 2.847 eV
highest occupied orbital energy: -7.890 eV
LUMO energy: -0.062 Eh
multiplicity: 1
frontier orbital gap: 0.2276 Ha

=====

Copy entry 2 word for word.
Here is 2 unconnected molecules or ions with the total composition C5H11IN3 at a distorted geometry from the Open Molecules 2025 dataset. Energies are from ωB97M-V/def2-TZVPD.

Last column: Mulliken charge in e.
Cartesian coordinates (Å):
C1 -0.379 0.461 -1.220  0.52
H1 1.800 -0.132 0.577  0.23
H2 1.880 -0.562 2.218  0.39
C2 -0.762 0.910 0.059  0.61
H3 -1.081 -0.608 -2.843  0.27
H4 1.212 1.070 1.843  0.22
C3 1.291 -0.051 1.483  -0.87
C4 -0.128 -0.574 1.338  -0.06
H5 0.922 -0.208 -2.598  0.35
H6 -1.149 -2.281 1.375  0.24
H7 -2.248 -0.370 -1.515  0.28
H8 1.813 0.560 -1.213  0.30
I1 -1.673 2.574 2.426  0.27
N1 -0.337 -1.841 0.959  -0.31
N2 -1.290 1.845 0.615  -0.79
H9 0.979 1.601 -2.369  0.31
N3 -1.270 -0.427 -1.845  -0.45
C5 0.953 0.616 -1.856  -1.08
H10 0.304 -2.396 0.477  0.20
H11 -0.839 -0.186 2.090  0.36

Forces on the atoms, in the same order (eV/Å):
-2.4 -1.4 0.1
1.0 0.1 -1.4
0.0 -0.5 0.6
1.2 -2.0 0.3
-0.4 -0.1 1.0
0.4 -2.2 -0.9
-1.7 2.5 1.7
0.9 1.0 0.0
0.9 0.6 0.1
0.2 -0.2 -0.5
0.8 -0.2 -0.6
0.1 -0.1 0.2
0.1 -0.5 0.6
-2.0 0.8 1.3
-0.9 2.2 -1.1
0.0 -0.5 0.2
1.1 1.8 0.9
-1.0 -0.1 -1.2
1.2 -0.8 -0.7
0.3 -0.4 -0.5

## Properties
ΔE to the lowest compared entry with this formula, charge and spin: 3.741 eV
highest occupied orbital energy: -11.373 eV
LUMO energy: -0.155 Eh
total charge: +1
multiplicity: 1
frontier orbital gap: 0.2629 Ha

=====

Which value of ΔE to the lowest compared entry with this formula, charge and spin does entry 3 give?
3.939 eV

=====

What is the multiplicity in the fourth record?
1